No. 1
{"formula": "C26H28N12O5Ru", "method": "ωB97M-V/def2-TZVPD", "e_above_lowest_ev": 1.370, "multiplicity": 2, "total_charge": -1, "s2": 0.7901, "species": ["Ru", "N", "C", "N", "N", "N", "N", "C", "N", "N", "N", "N", "H", "C", "C", "C", "C", "C", "N", "C", "O", "N", "C", "C", "C", "C", "N", "C", "C", "C", "H", "H", "H", "H", "H", "H", "H", "H", "H", "H", "H", "H", "H", "O", "C", "C", "C", "C", "C", "C", "C", "O", "O", "H", "H", "H", "H", "H", "C", "C", "C", "C", "O", "H", "H", "H", "H", "H", "H", "H", "H", "H"], "positions_angstrom": [[-1.2688, 0.4697, 0.6544], [-2.4419, 3.6760, 0.6264], [-1.6667, 3.3317, 1.7152], [-1.2980, 4.1302, 2.6995], [-0.5301, 3.3526, 3.4840], [-0.4344, 2.1625, 2.9895], [-1.1647, 2.1169, 1.8641], [-2.2358, 3.0555, -0.5817], [-2.4922, 3.6209, -1.7491], [-2.1520, 2.7027, -2.6605], [-1.7101, 1.6373, -2.0819], [-1.7489, 1.8228, -0.7507], [-2.6931, 4.6486, 0.5577], [3.7754, 5.0560, 0.6135], [4.2584, 3.6392, 0.7535], [5.2358, 3.1165, -0.0856], [5.6387, 1.7926, 0.0169], [5.0867, 0.9670, 0.9868], [5.5028, -0.3881, 1.0539], [4.7893, -1.4755, 1.5043], [5.3430, -2.4480, 1.9842], [3.4175, -1.4016, 1.3961], [2.6861, -0.6654, 0.4418], [3.0855, -0.5563, -0.8859], [2.3189, 0.2117, -1.7460], [1.1407, 0.8009, -1.2890], [0.7477, 0.6853, -0.0168], [1.5494, 0.0130, 0.8153], [4.1415, 1.4904, 1.8627], [3.7223, 2.8026, 1.7294], [4.3459, 5.5944, -0.1432], [3.8654, 5.5981, 1.5560], [2.7232, 5.0810, 0.3255], [5.6751, 3.7460, -0.8507], [6.3713, 1.3889, -0.6725], [6.4948, -0.5660, 1.0529], [2.9371, -2.1240, 1.9084], [3.9824, -1.0566, -1.2288], [2.6044, 0.3256, -2.7824], [0.4711, 1.3372, -1.9471], [1.2190, 0.0216, 1.8514], [3.7168, 0.8671, 2.6388], [2.9572, 3.1784, 2.3994], [-4.6626, -3.7883, 2.0856], [-3.6801, -3.6651, 1.1856], [-3.1261, -4.8955, 0.7418], [-2.0383, -4.9049, -0.1389], [-1.6011, -3.7482, -0.6898], [-2.2756, -2.4290, -0.4460], [-3.1942, -2.4461, 0.7517], [-3.6765, -1.2180, 1.4954], [-4.7575, -1.3323, 2.1045], [-2.9719, -0.1586, 1.6117], [-4.9796, -2.8439, 2.2404], [-3.5303, -5.8046, 1.1644], [-1.5531, -5.8417, -0.3843], [-0.7699, -3.7507, -1.3856], [-0.5500, -1.5478, -0.8933], [-2.0361, -1.6376, -2.8610], [-3.0416, -1.9825, -1.7573], [-3.9535, -0.7830, -1.4944], [-3.9244, -3.1412, -2.2410], [-1.1790, -1.4921, -0.1611], [-2.5814, -1.4526, -3.7887], [-1.3488, -2.4661, -3.0574], [-1.4917, -0.7187, -2.6448], [-4.3555, -0.4263, -2.4450], [-3.4247, 0.0457, -1.0304], [-4.7922, -1.0681, -0.8570], [-4.5732, -2.7749, -3.0394], [-4.5627, -3.5180, -1.4401], [-3.3351, -3.9695, -2.6354]]}



No. 2
{"formula": "C26H28N2O7", "method": "ωB97M-V/def2-TZVPD", "e_above_lowest_ev": 2.916, "smiles": "COc1cc([C@H]2c3c(oc4ccccc4c3=O)C(=O)N2CCN2CCOCC2)cc(OC)c1OC", "species": ["C", "O", "C", "C", "C", "C", "C", "C", "O", "C", "C", "C", "C", "C", "C", "C", "O", "C", "O", "N", "C", "C", "N", "C", "C", "O", "C", "C", "C", "C", "O", "C", "C", "O", "C", "H", "H", "H", "H", "H", "H", "H", "H", "H", "H", "H", "H", "H", "H", "H", "H", "H", "H", "H", "H", "H", "H", "H", "H", "H", "H", "H", "H"], "positions_angstrom": [[-2.4325, -3.1933, -2.9518], [-2.0341, -3.7212, -1.7064], [-1.4794, -2.8737, -0.7960], [-1.1326, -1.5650, -1.0894], [-0.6500, -0.7333, -0.0895], [-0.3867, 0.7226, -0.4219], [-1.6528, 1.5139, -0.2504], [-1.4716, 2.4283, 0.7339], [-2.3797, 3.2843, 1.1881], [-3.6111, 3.2169, 0.6125], [-4.5808, 4.0999, 1.0898], [-5.8464, 4.0868, 0.5475], [-6.1667, 3.1979, -0.4760], [-5.2141, 2.3267, -0.9501], [-3.9207, 2.3171, -0.4185], [-2.9155, 1.3735, -0.9498], [-3.1334, 0.6000, -1.8678], [-0.0645, 2.3667, 1.2329], [0.4730, 3.0395, 2.0822], [0.5095, 1.3760, 0.5033], [1.8985, 1.0222, 0.6310], [2.7560, 1.7430, -0.4200], [4.1321, 1.2884, -0.3734], [4.8488, 1.5566, -1.6100], [6.2466, 0.9441, -1.5172], [6.9692, 1.4724, -0.4321], [6.2755, 1.2485, 0.7726], [4.8765, 1.8630, 0.7371], [-0.4975, -1.2146, 1.1913], [-0.7812, -2.5498, 1.4976], [-0.5516, -2.8592, 2.7998], [-0.7519, -4.1628, 3.3015], [-1.2742, -3.3959, 0.4986], [-1.6241, -4.7004, 0.7934], [-0.9602, -5.7090, 0.0571], [-2.9906, -3.9907, -3.4406], [-3.0747, -2.3175, -2.8274], [-1.5675, -2.9281, -3.5682], [-1.2838, -1.1634, -2.0761], [-0.0100, 0.7948, -1.4500], [-4.3104, 4.7790, 1.8827], [-6.5934, 4.7711, 0.9197], [-7.1613, 3.1956, -0.8945], [-5.4306, 1.6266, -1.7429], [2.2084, 1.3168, 1.6357], [2.0114, -0.0578, 0.5163], [2.3594, 1.5057, -1.4111], [2.6696, 2.8325, -0.2689], [4.3091, 1.0985, -2.4417], [4.9416, 2.6407, -1.7990], [6.8272, 1.1704, -2.4132], [6.1510, -0.1467, -1.4063], [6.8764, 1.7034, 1.5616], [6.1864, 0.1669, 0.9551], [4.3642, 1.6393, 1.6724], [4.9630, 2.9590, 0.6333], [-0.1501, -0.5855, 1.9948], [-0.5363, -4.0886, 4.3676], [-1.7789, -4.5000, 3.1544], [-0.0656, -4.8808, 2.8452], [0.1276, -5.6169, 0.1567], [-1.2863, -6.6515, 0.4943], [-1.2285, -5.6832, -1.0002]]}



No. 3
{"formula": "C26H28N2O8", "method": "ωB97M-V/def2-TZVPD", "e_above_lowest_ev": 1.228, "smiles": "CC[C@H](C)[C@@H](NC(=O)OC(C)(C)C)C(=O)Oc1ccc2c(=O)c(-c3ccc([N+](=O)[O-])cc3)coc2c1", "species": ["C", "C", "C", "C", "C", "N", "C", "O", "O", "C", "C", "C", "C", "C", "O", "O", "C", "C", "C", "C", "C", "O", "C", "C", "C", "C", "C", "N", "O", "O", "C", "C", "C", "O", "C", "C", "H", "H", "H", "H", "H", "H", "H", "H", "H", "H", "H", "H", "H", "H", "H", "H", "H", "H", "H", "H", "H", "H", "H", "H", "H", "H", "H", "H"], "positions_angstrom": [[3.9831, 2.2857, 2.7597], [3.5492, 1.3207, 1.6602], [3.0820, -0.0421, 2.1979], [3.5070, -1.1792, 1.2719], [1.5464, -0.0843, 2.4509], [1.1227, 0.9567, 3.3516], [1.2761, 0.8484, 4.6953], [1.6606, -0.1552, 5.2444], [0.9275, 2.0071, 5.2767], [0.9986, 2.1558, 6.7166], [0.0628, 1.1602, 7.4005], [0.5301, 3.5902, 6.9635], [2.4393, 1.9726, 7.1933], [0.7756, 0.0728, 1.1557], [0.3957, 1.1275, 0.7227], [0.6156, -1.1186, 0.5623], [0.0190, -1.2951, -0.6686], [0.3927, -2.4655, -1.3426], [-0.1580, -2.7559, -2.5645], [-1.0905, -1.8943, -3.1527], [-1.6731, -2.2138, -4.4672], [-1.3832, -3.2205, -5.0858], [-2.6189, -1.1887, -4.9457], [-3.2489, -1.3380, -6.2630], [-3.4090, -0.2277, -7.0965], [-3.9918, -0.3605, -8.3382], [-4.4178, -1.6157, -8.7588], [-5.0291, -1.7573, -10.0543], [-5.1351, -0.7610, -10.7391], [-5.4063, -2.8621, -10.3829], [-4.2580, -2.7327, -7.9477], [-3.6752, -2.5916, -6.7052], [-2.8863, -0.1152, -4.1690], [-2.3622, 0.1380, -2.9691], [-1.4576, -0.7354, -2.4642], [-0.9087, -0.4314, -1.2173], [4.7998, 1.8574, 3.3373], [3.1663, 2.5102, 3.4395], [4.3285, 3.2196, 2.3215], [2.7580, 1.7783, 1.0638], [4.4006, 1.1570, 0.9959], [3.5374, -0.2091, 3.1793], [3.1784, -0.9976, 0.2509], [4.5910, -1.2644, 1.2686], [3.0914, -2.1261, 1.6077], [1.3067, -1.0520, 2.9054], [0.8444, 1.8391, 2.9502], [0.0593, 1.3384, 8.4721], [-0.9494, 1.2767, 7.0192], [0.3952, 0.1433, 7.2116], [0.5458, 3.8074, 8.0272], [-0.4813, 3.7213, 6.5883], [1.1827, 4.2898, 6.4481], [2.5003, 2.1720, 8.2593], [3.0979, 2.6606, 6.6670], [2.7694, 0.9548, 7.0044], [1.1138, -3.1196, -0.8798], [0.1125, -3.6485, -3.1072], [-3.0537, 0.7391, -6.7741], [-4.1201, 0.4869, -8.9942], [-4.5929, -3.6949, -8.3036], [-3.5442, -3.4543, -6.0734], [-3.5978, 0.6479, -4.4566], [-1.2146, 0.4728, -0.7192]]}